(1)
{
  "formula": "C6H35NO13",
  "method": "the ωB97M-V functional and the def2-TZVPD basis",
  "e_above_lowest_kj_mol": 172.4,
  "total_charge": 0,
  "homo_lumo_gap_ev": 8.19,
  "elements": ["C", "C", "N", "C", "C", "C", "C", "H", "H", "H", "H", "H", "H", "H", "H", "H", "H", "H", "O", "H", "H", "O", "H", "H", "O", "H", "H", "O", "H", "H", "O", "H", "H", "O", "H", "H", "O", "H", "H", "O", "H", "H", "O", "H", "H", "O", "H", "H", "O", "H", "H", "O", "H", "H", "O"],
  "coordinates": [[1.38715, -1.79180, 0.37140], [0.37817, -0.93001, 0.00615], [1.02265, 0.25861, -0.26895], [2.37582, 0.19095, -0.04350], [2.62675, -1.12163, 0.32148], [3.99021, -1.72195, 0.50805], [3.27611, 1.36901, 0.02479], [1.08744, -2.79192, 0.60547], [-0.67927, -0.98549, -0.17826], [0.70395, 0.96363, -0.91816], [4.72314, -1.33993, -0.19732], [4.33235, -1.69218, 1.54841], [3.93888, -2.80388, 0.34088], [3.62478, 1.65418, -0.96747], [4.08056, 1.24595, 0.73670], [2.72679, 2.26666, 0.32349], [0.29888, 2.21140, 2.28977], [0.17943, 1.09432, 1.36679], [-0.35793, 1.83500, 1.69250], [-1.70668, 1.17039, 2.54297], [-2.98267, 0.80449, 3.37889], [-2.41816, 0.49717, 2.66382], [-1.66331, 4.10659, -0.25986], [-2.17534, 3.28349, 0.88983], [-2.45626, 3.64484, 0.04290], [3.34174, 2.10247, -2.86770], [1.90330, 2.65814, -3.32047], [2.75356, 2.85598, -2.92158], [1.12359, -0.35430, 2.87391], [-0.12471, -0.45132, 3.84147], [0.60584, 0.09581, 3.54281], [-3.86651, -1.29779, -0.47111], [-3.70427, -0.08103, 0.37731], [-4.07989, -0.35006, -0.47369], [-2.57718, -1.21730, 1.37615], [-3.45844, -2.52904, 1.23495], [-2.90896, -1.89180, 0.77268], [1.39837, -2.96538, 3.25615], [0.31993, -3.19016, 2.25884], [0.46088, -2.78257, 3.11822], [1.57366, -4.61346, -0.67449], [0.18246, -4.89256, -1.19996], [0.64847, -4.37327, -0.53094], [1.19448, 4.00801, -0.25748], [0.78260, 4.39645, -1.66533], [0.43418, 4.28847, -0.77508], [-0.66944, 0.59121, -3.49148], [-1.45399, 0.35417, -2.30224], [-0.57634, 0.09639, -2.66605], [-0.82794, -1.73814, -2.73006], [-0.57830, -2.55158, -3.99288], [-1.18793, -2.48421, -3.25193], [-3.32705, 0.78528, -1.52420], [-3.05577, 2.29337, -1.80913], [-2.95533, 1.41305, -2.18452]],
  "forces_ev_per_a": [[-1.609, -0.112, 0.031], [1.549, 0.879, -0.625], [0.144, 1.313, -0.077], [-0.347, -1.589, 0.681], [0.640, 0.382, -0.080], [-0.427, -0.910, 0.609], [-0.591, 0.704, -0.830], [0.806, -0.179, 0.014], [0.002, -0.458, 0.068], [-0.682, -0.032, 0.234], [0.123, 0.231, 0.223], [0.278, 0.514, -0.145], [-0.096, 0.080, -0.280], [0.577, -0.129, 0.173], [0.269, -0.208, -0.089], [-0.136, -0.132, 0.245], [-0.325, 0.242, 0.408], [-0.532, -0.209, -0.374], [0.618, 0.679, -0.094], [-0.110, -0.478, -0.149], [-0.017, -0.035, -0.056], [-0.098, 0.035, -0.007], [0.095, -0.099, -0.089], [0.011, -0.222, -0.068], [-0.035, 0.205, -0.009], [-0.444, -0.378, -0.384], [0.284, -0.673, -0.112], [0.019, 1.075, 0.333], [-0.319, -0.739, 0.008], [0.210, -0.452, -0.485], [0.417, 1.008, 0.608], [-0.015, 0.649, -0.165], [-0.438, 0.152, -0.374], [-0.701, 1.058, -0.613], [-0.049, -0.129, 0.694], [0.244, 0.116, 0.497], [1.092, -1.695, 0.476], [-0.065, 0.137, 0.255], [-0.370, 0.040, -0.074], [0.261, -0.349, 0.126], [-0.116, 0.138, 0.065], [-0.145, 0.202, 0.116], [0.087, -0.820, -0.381], [-0.025, -0.032, 0.038], [0.049, 0.047, -0.008], [-0.040, 0.012, -0.066], [0.315, -0.282, -0.159], [0.156, 0.140, 0.202], [-0.381, 0.792, -0.092], [-0.223, -0.265, -0.485], [-0.059, -0.012, 0.014], [0.213, -0.140, 0.274], [-0.356, 0.187, -0.212], [0.141, 0.018, 0.307], [0.150, -0.277, -0.117]]
}



(2)
{
  "formula": "C6H35NO13",
  "method": "the ωB97M-V functional and the def2-TZVPD basis",
  "e_above_lowest_kj_mol": 511.1,
  "total_charge": 0,
  "homo_lumo_gap_ev": 9.24,
  "elements": ["O", "C", "C", "C", "C", "N", "C", "C", "H", "H", "H", "H", "H", "H", "H", "H", "H", "H", "H", "H", "H", "O", "H", "H", "O", "H", "H", "O", "H", "H", "O", "H", "H", "O", "H", "H", "O", "H", "H", "O", "H", "H", "O", "H", "H", "O", "H", "H", "O", "H", "H", "O", "H", "H", "O"],
  "coordinates": [[0.58400, 3.21254, 0.33389], [1.19268, 2.82007, 1.24483], [1.77700, 1.44142, 1.31073], [0.72052, 0.14677, 1.59577], [-0.22192, -0.11574, 0.43701], [1.29508, -2.42999, -2.00946], [0.31813, -1.68651, -1.27723], [0.56763, -0.51233, -0.76728], [1.28460, 3.27364, 2.23685], [2.38489, 1.43015, 2.21255], [2.45805, 1.14189, 0.41568], [0.39177, 0.49436, 2.52292], [1.37037, -0.75171, 1.74888], [-0.70286, 0.93277, 0.13155], [-0.93210, -0.91635, 0.76245], [1.01311, -2.53803, -3.02374], [2.20840, -2.18724, -1.99607], [-0.63233, -2.13373, -1.08166], [1.43952, 0.15983, -1.00276], [3.55509, 1.81402, -3.21753], [2.46947, 2.33924, -2.30752], [3.43491, 2.21102, -2.42974], [-1.54093, 0.79548, -1.98589], [-2.39174, 1.63807, -0.97357], [-2.33516, 0.85658, -1.51864], [-3.37395, -0.70193, 1.46687], [-2.45614, -1.10801, 2.58488], [-3.01207, -0.39750, 2.23758], [4.19311, -0.33722, -2.43552], [3.82424, 0.21542, -1.03873], [3.48684, -0.27280, -1.87245], [-2.14093, -2.99741, 0.04239], [-1.05725, -4.09427, 0.59915], [-1.66418, -3.38098, 0.72962], [-0.30370, -2.56684, 2.81746], [-1.64706, -3.01989, 2.89340], [-1.17838, -2.24181, 3.20506], [1.13817, -3.07089, 0.35010], [2.20487, -2.87407, 1.65258], [1.37015, -3.16514, 1.44713], [0.87683, 2.46075, -4.18428], [1.11115, 1.00136, -3.90521], [1.39333, 1.71969, -4.53397], [-2.36370, -0.39164, -0.47324], [-3.53261, -1.05148, -1.16468], [-2.93409, -1.27784, -0.45166], [-1.73758, 0.84238, 4.41320], [-2.31917, 1.00746, 2.96058], [-1.93017, 1.49002, 3.71418], [-2.37930, 2.96788, 1.20252], [-2.98531, 1.48376, 1.09435], [-2.95972, 2.41837, 0.73623], [-0.12144, 2.68439, -1.97366], [0.59114, 1.38151, -1.32054], [0.19874, 1.84055, -2.15530]],
  "forces_ev_per_a": [[-1.940, 2.156, -2.973], [1.218, -3.304, 2.765], [1.012, -2.822, -0.857], [3.138, 1.411, -1.626], [-1.028, 2.693, 0.048], [-5.056, -1.628, -2.445], [2.107, -0.784, -1.597], [0.660, 1.234, 1.738], [-0.162, 1.096, 0.071], [0.407, -0.132, -0.074], [-1.154, 0.945, 1.391], [-1.714, -0.150, 1.397], [-0.440, 0.881, -0.035], [0.314, -2.250, 1.334], [0.389, 0.958, -0.505], [0.396, -0.280, 1.668], [3.202, 1.768, 0.529], [-0.177, -0.604, 0.037], [-0.501, -1.703, 0.117], [0.156, -1.975, -4.217], [0.946, -0.223, -0.496], [-1.097, 3.137, 4.699], [2.192, 0.453, -1.095], [0.156, 0.893, 0.288], [-2.527, -0.362, 0.340], [-1.508, -1.528, -3.349], [0.476, -0.142, 0.050], [0.855, 1.518, 2.853], [2.908, -0.084, -2.074], [-0.678, -1.068, -2.410], [-1.990, 0.257, 4.494], [-1.116, 0.672, -2.396], [0.067, -0.448, -1.006], [0.888, -0.494, 3.445], [-0.940, 1.306, 0.593], [-0.949, -0.123, -0.024], [1.978, -1.122, -0.482], [1.575, -0.088, 4.681], [3.225, 1.101, 0.083], [-4.822, -1.125, -4.666], [0.263, -0.232, -0.257], [0.438, 1.078, -0.986], [-0.472, -0.968, 0.652], [-1.506, -2.232, -0.351], [-0.299, -0.162, -0.210], [1.086, 1.381, 0.476], [-0.274, 0.219, -0.621], [0.082, -0.269, 0.762], [0.474, 0.349, 0.269], [1.411, 0.791, 1.491], [0.337, 1.812, -0.003], [-1.692, -2.664, -1.464], [-0.662, 2.233, 1.198], [-1.378, 2.033, -2.107], [1.726, -3.408, 0.858]]
}



(3)
{
  "formula": "C6H36N2O11",
  "method": "the ωB97M-V functional and the def2-TZVPD basis",
  "e_above_lowest_kj_mol": 263.7,
  "total_charge": 0,
  "homo_lumo_gap_ev": 7.96,
  "smiles": "C/C(=C/N)CCCN.O.O.O.O.O.O.O.O.O.O.O",
  "elements": ["C", "C", "C", "N", "C", "C", "C", "N", "H", "H", "H", "H", "H", "H", "H", "H", "H", "H", "H", "H", "H", "H", "H", "H", "O", "H", "H", "O", "H", "H", "O", "H", "H", "O", "H", "H", "O", "H", "H", "O", "H", "H", "O", "H", "H", "O", "H", "H", "O", "H", "H", "O", "H", "H", "O"],
  "coordinates": [[2.55209, -0.53670, -0.47729], [1.70209, 0.69043, -0.82629], [2.16617, 2.13421, -0.39453], [-0.58427, 2.81297, 0.62541], [0.58038, 2.76534, 1.41027], [1.81730, 2.42521, 1.02056], [2.90462, 2.71867, 2.03694], [3.16622, -0.44210, 0.85655], [1.94033, -1.42585, -0.59039], [3.32338, -0.66570, -1.25022], [0.71217, 0.50750, -0.30959], [1.25730, 0.80176, -1.83942], [1.78433, 2.85989, -1.15165], [3.19073, 2.14664, -0.79045], [-0.41292, 2.56406, -0.34016], [-1.35272, 2.41313, 1.13444], [0.32160, 2.93879, 2.45187], [2.78335, 3.70998, 2.47357], [3.94224, 2.54941, 1.66769], [2.84450, 1.89728, 2.76997], [2.47649, 0.03848, 1.43023], [4.03953, 0.05032, 0.71189], [1.08721, 2.23407, -2.93731], [0.92905, 1.85370, -4.43005], [0.67158, 1.60570, -3.53284], [-2.01709, -0.14915, -2.76959], [-2.82940, 0.16520, -1.48014], [-2.03803, 0.41042, -1.98245], [-0.77653, -5.23416, 2.37957], [-0.14562, -4.15256, 1.35395], [-0.50784, -4.32618, 2.22524], [-3.76547, -2.36272, -0.77791], [-2.81335, -1.58353, 0.13008], [-2.84541, -2.33185, -0.48374], [-0.81523, -2.45579, -1.87992], [-0.03936, -1.19734, -1.91145], [0.09610, -2.15375, -1.87294], [-2.78262, 1.15163, 0.83704], [-3.42614, -0.04204, 1.53864], [-3.40040, 0.43164, 0.70238], [0.64600, -0.91047, -4.76834], [0.84612, -2.36069, -4.42139], [0.48065, -1.79444, -5.11041], [-0.56537, -0.78647, 2.53170], [-0.95426, -2.13937, 2.06728], [-1.19980, -1.50419, 2.74789], [-0.55995, 1.08130, 3.69891], [0.11829, -0.26229, 4.00157], [0.23515, 0.57154, 3.53248], [-1.43874, -1.79096, -4.52295], [-1.94331, -2.80528, -3.50557], [-2.18629, -1.96699, -3.93643], [-3.45225, 0.37985, 4.52845], [-2.59563, -0.65140, 3.77612], [-3.16699, 0.12288, 3.65274]],
  "forces_ev_per_a": [[0.459, 0.544, -1.001], [-3.105, 0.611, 0.330], [0.002, -1.567, -2.221], [1.200, 0.390, 0.157], [-0.556, -0.817, -0.356], [0.557, 2.161, 0.336], [0.748, -1.604, 0.040], [-0.451, -0.615, -1.026], [-0.176, -0.073, 0.275], [0.216, 0.065, 0.349], [0.801, 0.258, 0.084], [1.263, -1.047, 0.442], [-0.629, -0.146, 0.729], [0.521, 0.285, 1.371], [-0.756, -0.385, 0.154], [-0.293, -0.052, -0.595], [0.574, 0.204, 0.003], [0.273, -0.253, 0.166], [-0.737, 0.612, -0.199], [-0.103, 0.675, 0.492], [0.747, 0.221, 0.277], [-0.290, 0.373, 0.788], [0.075, 0.216, -0.156], [-0.023, 0.185, 0.231], [-0.205, -0.140, -0.774], [-0.325, -0.173, 0.083], [0.292, -0.094, -0.195], [0.135, 0.237, 0.177], [0.197, -0.021, -0.674], [-0.053, -0.848, -0.178], [-0.054, 0.814, 0.662], [0.214, 0.008, 0.066], [0.031, 0.071, -0.232], [-0.135, -0.125, 0.001], [-0.288, -0.135, 0.304], [0.101, 0.135, 0.099], [0.103, 0.103, -0.165], [0.067, -0.016, 0.005], [-0.054, 0.224, 0.510], [-0.170, -0.344, -0.448], [0.067, 0.183, 0.036], [-0.024, -0.086, 0.130], [-0.056, 0.051, -0.013], [-0.647, -0.046, 0.193], [-0.441, -0.744, 0.325], [0.792, 0.464, -0.807], [-0.276, 0.027, 0.135], [0.049, 0.147, 0.378], [0.493, 0.015, -0.047], [0.254, -0.137, -0.180], [-0.256, 0.486, -0.342], [-0.116, -0.344, 0.351], [-0.247, 0.095, 0.211], [-0.027, -0.034, -0.284], [0.261, -0.015, 0.004]]
}